# 1
Here is a structure of composition C3H4N3 in a non-equilibrium geometry from the Open Molecules 2025 dataset. Energies are from the ωB97M-V functional and the def2-TZVPD basis.

The geometry in XYZ format:
```
10
Properties=species:S:1:pos:R:3:nbo_charge:R:1
N 0.867 1.227 -0.116 -0.387
N -0.526 -0.357 0.637 -0.154
N 0.703 -1.013 0.222 -0.353
C -0.313 0.925 0.284 0.448
C 1.503 0.073 -0.002 0.328
C -1.554 0.373 -0.106 -0.179
H -2.497 0.539 0.442 0.286
H 1.033 -2.065 0.209 0.507
H 2.461 0.070 -0.369 0.247
H -1.677 0.227 -1.200 0.257
```

Results
- ΔE to the lowest compared entry with this formula, charge and spin (kJ/mol) = 179.08
- total charge = +1
- E_LUMO (eV) = -5.847
- frontier orbital gap (hartree) = 0.389
- HOMO (eV) = -16.4

=====

# 2
Here is a structure of composition C14H18CeCl2N2 in a non-equilibrium geometry from the Open Molecules 2025 dataset. Energies are from the ωB97M-V functional and the def2-TZVPD basis.

The geometry in XYZ format:
```
37
Properties=species:S:1:pos:R:3:lowdin_spin:R:1
Ce 2.359 -0.561 -0.834 1.007
Cl 4.167 1.202 -1.138 0.000
Cl 1.616 -2.546 -2.287 0.001
N 0.912 -0.465 1.063 0.001
N -0.495 -1.871 2.029 0.001
C -0.182 1.377 -1.233 -0.001
C 0.322 0.197 2.152 0.000
C 0.579 1.150 -2.255 0.000
C -0.572 -0.679 2.761 0.000
C 0.382 -1.704 1.017 0.004
C -1.473 -0.255 3.725 0.000
C 0.076 0.449 -3.525 0.000
C -0.521 1.989 3.479 0.000
C -1.359 -0.111 -3.405 0.000
C -1.430 1.103 4.084 0.000
C -1.782 -0.408 -1.966 0.000
C -1.572 0.824 -1.075 0.000
C 3.641 -1.778 0.216 -0.013
C 0.377 1.549 2.500 0.000
H -1.195 -1.254 -1.580 0.000
H 1.101 2.188 1.991 0.000
H -1.454 -1.015 -4.019 0.000
H 0.143 2.043 -0.420 0.000
H -1.016 -2.719 2.234 0.000
H -2.112 1.486 4.845 0.000
H -2.836 -0.711 -1.946 0.000
H 3.344 -2.771 0.661 -0.002
H -1.783 0.575 -0.026 0.000
H 4.712 -1.474 0.404 -0.002
H -2.168 -0.971 4.167 0.000
H -0.520 3.037 3.783 0.000
H -2.046 0.636 -3.823 0.000
H 0.761 -0.380 -3.768 0.000
H 0.102 1.124 -4.396 0.000
H 0.683 -2.487 0.315 0.002
H 1.550 1.641 -2.372 0.000
H -2.315 1.590 -1.357 0.000
```

Results
- ΔE to the lowest compared entry with this formula, charge and spin (kJ/mol) = 28.17
- total charge = -1
- 2S+1 = 2
- E_LUMO (alpha / beta) (eV) = 2.489 / 2.488
- ⟨S²⟩ = 0.75
- frontier orbital gap (alpha / beta) (hartree) = 0.156 / 0.155
- HOMO (alpha / beta) (eV) = -1.8 / -1.7

=====

# 3
Here is a structure of composition C31H24IrN4O7P from the Open Molecules 2025 dataset. Energies are from the ωB97M-V functional and the def2-TZVPD basis.

The geometry in XYZ format:
```
68
Properties=species:S:1:pos:R:3:nbo_charge:R:1
Ir -0.996 -0.713 1.150 0.982
P 1.318 0.486 -1.250 1.956
O 2.529 2.401 1.599 -0.485
O -2.751 -0.150 0.381 -0.712
O -0.652 1.034 2.259 -0.684
O 0.534 -1.811 1.841 -0.716
O 1.491 -3.812 1.497 -0.586
O 1.540 0.849 0.294 -0.766
O -4.376 -0.953 -0.946 -0.584
N -1.017 2.364 4.032 -0.381
N -1.381 -2.328 0.201 -0.377
N -3.593 -0.416 5.412 -0.743
N -2.120 0.285 3.832 -0.566
C 2.781 -1.704 -0.495 -0.181
C 2.289 2.037 0.502 0.792
C -2.224 1.832 -2.571 -0.212
C 2.298 -1.504 -2.867 -0.192
C -2.739 0.519 4.978 0.468
C 3.630 -3.327 -2.050 -0.182
C -0.064 3.316 3.469 -0.403
C 0.603 -3.021 1.304 0.752
C 3.214 3.471 -3.354 -0.164
C 2.473 2.312 -3.181 -0.166
C -3.326 -1.079 -0.369 0.755
C -0.879 -4.578 -0.194 -0.181
C -0.302 0.539 -1.946 -0.504
C 2.676 2.627 -0.798 -0.114
C -1.651 2.598 5.208 0.114
C -2.916 -3.576 -1.046 -0.188
C 3.412 3.791 -0.964 -0.157
C -2.062 -4.672 -0.924 -0.171
C -2.775 0.703 -3.160 -0.131
C -1.267 1.193 3.346 0.773
C 3.503 -2.862 -0.752 -0.128
C 3.034 -2.648 -3.109 -0.193
C -2.523 1.714 5.730 -0.365
C -0.865 -0.603 -2.519 -0.166
C 2.170 -1.037 -1.554 -0.473
C -0.565 -3.364 0.384 0.077
C 2.224 1.893 -1.883 -0.403
C 3.680 4.201 -2.260 -0.177
C -0.977 1.760 -1.977 -0.091
C -2.095 -0.507 -3.145 -0.202
C -2.541 -2.387 -0.451 0.078
H 3.431 3.819 -4.355 0.237
H -2.334 -5.614 -1.381 0.235
H -3.860 -3.637 -1.569 0.254
H 3.757 4.348 -0.105 0.247
H -4.071 -0.328 6.290 0.406
H -2.542 -1.385 -3.591 0.235
H 3.141 -3.015 -4.121 0.230
H 2.666 -1.350 0.521 0.260
H -1.410 3.532 5.696 0.225
H -3.703 -1.254 4.868 0.419
H -0.219 -5.423 -0.054 0.254
H -0.423 3.674 2.506 0.217
H -0.539 2.643 -1.525 0.215
H 2.101 1.761 -4.035 0.234
H 0.900 2.835 3.324 0.245
H 3.944 -3.402 0.074 0.238
H -3.023 1.907 6.665 0.240
H -2.767 2.767 -2.572 0.234
H -3.752 0.761 -3.620 0.238
H 0.035 4.152 4.156 0.210
H 4.255 5.101 -2.428 0.238
H -0.353 -1.555 -2.464 0.235
H 4.194 -4.230 -2.244 0.231
H 1.830 -0.980 -3.692 0.223
```

Results
- ΔE to the lowest compared entry with this formula, charge and spin (kJ/mol) = 26.39
- total charge = +1
- 2S+1 = 2
- E_LUMO (alpha / beta) (eV) = -3.069 / -3.069
- ⟨S²⟩ = 0.75
- frontier orbital gap (alpha / beta) (hartree) = 0.283 / 0.270
- HOMO (alpha / beta) (eV) = -10.8 / -10.4